(1)
Computed, not measured: C3H6BrCl3Si as an isolated structure, with ωB97M-V/def2-TZVPD.

```
! RIJCOSX wB97M-V def2-TZVPD def2/J DEFGRID3
* xyz 0 1
C 2.0949 0.4321 0.2441
C 0.7379 -0.1869 0.2792
C -0.3883 0.3255 -0.5898
Si -2.0401 -0.5387 -0.0812
Cl -2.5617 -0.3494 1.8917
Cl -2.2327 -2.5326 -0.5142
Cl -3.4826 0.2577 -1.2600
Br -0.7355 2.1868 -0.1377
H 2.2863 0.3941 -0.7924
H 2.3082 1.4862 0.6117
H 2.8506 -0.1870 0.8668
H 0.4098 -0.3520 1.2750
H 0.9199 -1.1904 -0.0590
H -0.1665 0.2544 -1.7341
*
```

For the relative energy (zero: lowest compared OMol25 entry of this formula, charge and spin), the calculation gives 0.000 eV. As for the maximum force: 0.0526 hartree/bohr. As for the lowest unoccupied orbital energy: 0.0179 Eh. The highest occupied orbital energy comes out at -10.308 eV. As for the HOMO-LUMO gap: 10.80 eV.

Here are the Löwdin charges for atoms 1 to 5, given in e: atom 1 (C): -0.13, atom 2 (C): -0.44, atom 3 (C): -0.82, atom 4 (Si): -0.72, atom 5 (Cl): 0.32


(2)
Computed, not measured: a 2-piece molecular cluster, C2H5PS overall, with ωB97M-V/def2-TZVPD.

```
! RIJCOSX wB97M-V def2-TZVPD def2/J DEFGRID3
* xyz 0 1
C 0.2793 -0.8089 0.7877
C 1.3385 0.1559 0.5791
P -2.4573 0.3461 -1.0061
S -0.0780 -2.0415 1.6795
H 2.2642 -0.3664 0.3251
H 1.0952 0.8564 -0.2185
H 1.5099 0.7159 1.5019
H -1.5497 1.3388 -1.3614
H -2.4021 -0.1963 -2.2874
*
```

For the relative energy (zero: lowest compared OMol25 entry of this formula, charge and spin), the calculation gives 2.794 eV. As for the maximum force: 0.0240 hartree/bohr. As for the lowest unoccupied orbital energy (spin up / spin down): -0.0349 / -0.0053 Eh. The highest occupied orbital energy (spin up / spin down) comes out at -7.384 / -8.581 eV. As for the HOMO-LUMO gap (spin up / spin down): 6.43 / 8.44 eV.

Here are the Löwdin charges for atoms 1 to 5, given in e: atom 1 (C): -0.75, atom 2 (C): -0.20, atom 3 (P): 0.57, atom 4 (S): 0.68, atom 5 (H): 0.08


(3)
Computed, not measured: C2H4N2O4Zn as an isolated structure, with ωB97M-V/def2-TZVPD.

```
! RIJCOSX wB97M-V def2-TZVPD def2/J DEFGRID3
* xyz 2 1
N 0.9570 -1.3591 0.2237
C -0.1286 -0.6389 -0.1933
O -0.8760 -0.1336 0.7567
C -2.1511 0.4540 0.3401
O -2.5232 0.3268 -0.7629
O 0.6781 0.7472 -1.0033
N 0.7778 1.7974 -0.1123
O 1.8446 1.7353 0.4320
H 0.8538 -2.3621 0.0569
H 1.1158 -1.2545 1.2295
H -0.6672 -1.0472 -1.0511
H -2.5988 0.9596 1.2005
Zn 2.7176 0.7752 -1.1165
*
```

As for the maximum force: 0.0622 hartree/bohr. As for the lowest unoccupied orbital energy: -0.4728 Eh. The highest occupied orbital energy comes out at -19.378 eV. As for the HOMO-LUMO gap: 6.51 eV.

Here are the Löwdin charges for atoms 1 to 5, given in e: atom 1 (N): 0.16, atom 2 (C): -0.29, atom 3 (O): 0.06, atom 4 (C): -0.14, atom 5 (O): 0.21